(1)
{"formula": "C43H65BN12ReS3", "method": "ωB97M-V/def2-TZVPD", "homo_lumo_gap_ev": [7.79, 6.10], "multiplicity": 4, "total_charge": 2, "species": ["Re", "C", "C", "C", "C", "N", "C", "C", "N", "B", "N", "C", "C", "N", "C", "S", "C", "C", "C", "C", "N", "C", "C", "N", "C", "S", "C", "C", "C", "C", "C", "S", "H", "H", "H", "H", "H", "H", "H", "H", "H", "H", "H", "H", "H", "H", "H", "H", "H", "H", "H", "H", "H", "H", "H", "H", "H", "H", "H", "H", "H", "H", "H", "H", "H", "H", "C", "N", "C", "C", "N", "C", "C", "N", "C", "C", "N", "C", "N", "C", "C", "C", "N", "C", "H", "H", "H", "H", "H", "H", "H", "H", "H", "H", "H", "H", "H", "H", "H", "H", "H", "H", "H", "H", "H", "H", "H", "H", "C", "C", "C", "C", "C", "C", "C", "C", "C", "C", "H", "H", "H", "H", "H", "H", "H"], "positions_angstrom": [[-0.35534, -0.57628, -0.35749], [-2.85475, 3.98977, 2.08181], [-1.82546, 3.95716, 3.20823], [-2.18064, 2.93612, 4.28338], [-1.75884, 5.33917, 3.85412], [-0.47465, 3.61283, 2.62293], [0.63643, 4.45381, 2.65330], [1.62772, 3.83671, 1.99995], [1.14419, 2.60451, 1.55956], [1.83260, 1.52539, 0.74292], [2.84813, 0.71529, 1.55495], [3.72893, 1.17796, 2.52135], [4.46893, 0.13325, 2.92171], [4.03012, -0.98397, 2.21774], [3.03463, -0.60486, 1.38220], [2.13059, -1.61675, 0.31859], [4.60546, -2.37157, 2.38346], [3.51921, -3.29112, 2.93035], [5.14270, -2.84522, 1.03873], [5.76039, -2.32798, 3.38218], [2.41396, 2.02661, -0.59013], [3.38509, 3.00720, -0.74527], [3.64400, 3.12355, -2.05547], [2.83385, 2.21104, -2.72159], [2.10223, 1.54283, -1.80113], [1.00160, 0.27245, -2.21665], [2.74311, 2.10589, -4.23008], [3.85406, 2.95017, -4.85245], [1.38678, 2.65738, -4.65634], [2.93786, 0.65596, -4.66999], [-0.14142, 2.47499, 1.96550], [-1.15990, 1.12715, 1.70379], [-3.81976, 4.28964, 2.49411], [-2.97098, 3.01891, 1.60095], [-2.56388, 4.72378, 1.32714], [-3.12905, 3.22566, 4.73837], [-1.41647, 2.92393, 5.06373], [-2.28781, 1.93194, 3.87301], [-2.74126, 5.55195, 4.27437], [-1.53573, 6.12452, 3.12956], [-1.03700, 5.38135, 4.67223], [0.62867, 5.41767, 3.12552], [2.62694, 4.18461, 1.81311], [0.96157, 0.76800, 0.47541], [3.75368, 2.20129, 2.85299], [5.25940, 0.09524, 3.64424], [2.64528, -3.31711, 2.27831], [3.21465, -2.96538, 3.92886], [3.92152, -4.30211, 3.01050], [4.36426, -2.90014, 0.27801], [5.57063, -3.84139, 1.16557], [5.93219, -2.17617, 0.69018], [5.43886, -2.00998, 4.37468], [6.57655, -1.69002, 3.04110], [6.15247, -3.33981, 3.47772], [3.83581, 3.52641, 0.08149], [4.33355, 3.77111, -2.55999], [3.72493, 4.01635, -4.66064], [3.81122, 2.80871, -5.93061], [4.84439, 2.63733, -4.51596], [1.29547, 3.70826, -4.37398], [0.56867, 2.10208, -4.19618], [1.29217, 2.58642, -5.74151], [3.81471, 0.21702, -4.18974], [3.10288, 0.65011, -5.74797], [2.07423, 0.02858, -4.45298], [0.58681, -1.05315, 3.38182], [-0.84506, -1.27783, 3.39379], [-1.59916, -1.27304, 4.65227], [-2.68422, -2.31506, 4.38857], [-2.68134, -2.38695, 2.91917], [-3.92581, -2.58094, 2.18927], [-1.55220, -1.84438, 2.41983], [-1.18844, -1.93130, 1.11860], [-1.41633, -3.27710, 0.53766], [-0.45813, -3.40810, -0.60986], [-0.69235, -2.27306, -1.54826], [-0.88963, -2.57009, -2.83626], [-0.77023, -1.73733, -3.91551], [-1.53631, -0.50007, -4.11026], [-0.60144, -2.56090, -5.11992], [-1.12890, -3.92929, -4.71168], [-1.13448, -3.84755, -3.24849], [-2.05479, -4.76294, -2.56126], [0.80646, -0.00352, 3.59347], [0.97845, -1.31201, 2.40467], [1.06319, -1.68367, 4.13501], [-2.00906, -0.27848, 4.83879], [-0.94448, -1.53928, 5.47801], [-3.66266, -2.00071, 4.74414], [-2.45455, -3.28791, 4.82263], [-4.73351, -2.07595, 2.71757], [-4.17543, -3.63866, 2.09767], [-3.85310, -2.13223, 1.20787], [-2.43911, -3.41705, 0.17844], [-1.22062, -4.05566, 1.27793], [-0.51860, -4.37585, -1.08524], [0.55641, -3.31922, -0.22997], [-1.76350, -0.02152, -3.17153], [-2.47390, -0.73011, -4.62324], [-0.95744, 0.19382, -4.71556], [0.45102, -2.60113, -5.39829], [-1.16212, -2.13157, -5.94658], [-0.48488, -4.73518, -5.05372], [-2.14198, -4.11649, -5.07285], [-2.86502, -5.00574, -3.24974], [-2.49688, -4.29095, -1.69079], [-1.56782, -5.69186, -2.26661], [-5.86208, -0.59294, -1.94540], [-4.91933, -1.50279, -1.40731], [-3.65270, -1.09070, -1.11463], [-3.22572, 0.24613, -1.32886], [-1.89020, 0.69448, -1.05639], [-1.57386, 2.00056, -1.35676], [-2.51944, 2.89771, -1.88728], [-3.79485, 2.48295, -2.14962], [-4.17463, 1.14821, -1.88128], [-5.49237, 0.69625, -2.17258], [-6.86764, -0.92358, -2.17411], [-5.21624, -2.53030, -1.21986], [-2.94293, -1.78313, -0.70446], [-0.57723, 2.37890, -1.15686], [-2.22586, 3.92109, -2.09008], [-4.52541, 3.16428, -2.57272], [-6.20267, 1.40474, -2.58508]], "mulliken_spin": [2.235, 0.002, 0.003, -0.002, 0.000, 0.000, -0.001, 0.001, -0.005, 0.024, -0.009, 0.002, -0.001, 0.001, -0.001, 0.049, 0.002, -0.003, 0.000, -0.001, -0.007, 0.000, 0.002, 0.009, 0.004, 0.052, 0.001, -0.001, -0.002, 0.005, 0.013, 0.045, 0.000, 0.001, 0.000, 0.000, 0.000, 0.002, 0.000, 0.000, 0.000, 0.000, 0.000, 0.083, 0.000, 0.000, 0.003, 0.000, 0.000, 0.003, 0.000, 0.001, 0.000, 0.000, 0.000, 0.002, 0.000, 0.000, 0.000, 0.000, 0.000, 0.006, 0.000, 0.000, 0.000, 0.002, 0.019, 0.008, 0.001, -0.001, 0.006, -0.001, 0.000, 0.076, -0.021, 0.062, 0.037, 0.037, 0.018, 0.000, -0.002, -0.001, 0.017, 0.005, 0.000, -0.005, 0.000, 0.000, 0.000, 0.000, 0.000, 0.000, 0.000, 0.001, 0.002, -0.006, 0.005, -0.008, 0.003, 0.000, -0.004, 0.001, 0.000, 0.001, 0.000, 0.000, -0.001, 0.000, -0.014, 0.017, 0.004, -0.141, 0.229, 0.056, -0.053, 0.066, -0.035, 0.018, -0.001, 0.001, 0.043, 0.037, 0.001, 0.002, 0.000]}

***

(2)
{"formula": "C4H6N2OS", "method": "ωB97M-V/def2-TZVPD", "homo_lumo_gap_ev": 9.26, "species": ["N", "C", "C", "N", "C", "S", "C", "O", "H", "H", "H", "H", "H", "H"], "positions_angstrom": [[-1.67345, 0.51173, 2.05299], [-0.49079, -0.25708, 1.79503], [0.03723, -0.23487, 0.40139], [-0.40886, 0.46886, -0.56716], [0.42618, 0.23914, -1.59878], [0.14381, 1.01334, -3.14193], [1.38197, -0.64092, -1.18852], [1.14315, -0.92874, 0.13538], [-1.46627, 1.48200, 1.81394], [-2.38761, 0.15248, 1.44595], [0.40495, 0.07854, 2.31171], [-0.56344, -1.29174, 2.00973], [1.21746, 0.45276, -3.77756], [2.23568, -1.04550, -1.69218]], "mulliken_charge": [-0.607, -0.642, 0.640, -0.496, 0.295, -0.225, -0.369, -0.369, 0.293, 0.281, 0.313, 0.366, 0.125, 0.393]}